Record 1
ORCA calculation (ωB97M-V/def2-TZVPD) on 2 unconnected molecules or ions with the total composition C7H12.

Strongest force on any atom ... 0.63 eV/Å
Relative energy (zero: lowest compared OMol25 entry of this formula, charge and spin) ... 246.6 kJ/mol
Net charge ... 0
Multiplicity ... 1
SMILES ... C/C=C1/C=CCC1.[H][H]

Atoms and positions in Å:
C: -2.280 -0.667 1.080
C: -1.525 -0.751 -0.202
C: -0.227 -0.467 -0.311
C: 0.106 0.490 -1.364
C: 0.978 1.375 -0.885
C: 1.449 1.016 0.514
C: 0.822 -0.373 0.773
H: -3.123 0.008 0.890
H: -2.664 -1.612 1.461
H: -1.660 -0.185 1.844
H: -2.105 -0.736 -1.124
H: -0.450 0.525 -2.295
H: 1.282 2.272 -1.406
H: 2.541 1.008 0.602
H: 1.072 1.744 1.245
H: 0.399 -0.496 1.775
H: 1.579 -1.164 0.672
H: 2.056 -0.658 -1.692
H: 1.754 -1.328 -1.577

Record 2
ORCA calculation (ωB97M-V/def2-TZVPD) on C7H12 in the gas phase at a distorted geometry.

Strongest force on any atom ... 1.68 eV/Å
Relative energy (zero: lowest compared OMol25 entry of this formula, charge and spin) ... 442.7 kJ/mol
Net charge ... 0
Multiplicity ... 1

Atoms and positions in Å:
C: 2.939 0.376 -0.648
C: 1.461 0.353 -0.935
C: 0.549 -0.019 0.143
C: -0.629 0.888 0.155
C: -1.885 0.178 0.576
C: -2.074 -1.180 0.012
C: -1.559 -0.996 1.442
H: 3.537 0.531 -1.553
H: 3.224 -0.555 -0.176
H: 3.119 1.190 0.046
H: 1.179 1.261 -1.461
H: 1.293 -0.484 -1.625
H: -0.494 -1.038 1.787
H: -0.781 1.502 -0.741
H: -0.310 1.583 0.967
H: -2.796 0.731 0.758
H: -3.094 -1.559 -0.165
H: -1.343 -1.496 -0.710
H: -2.336 -1.265 2.126

Record 3
ORCA calculation (ωB97M-V/def2-TZVPD) on a molecular structure, C7H12 at a distorted geometry.

Strongest force on any atom ... 4.32 eV/Å
Relative energy (zero: lowest compared OMol25 entry of this formula, charge and spin) ... 301.1 kJ/mol
Net charge ... 0
Multiplicity ... 1

Atoms and positions in Å:
C: -0.811 -0.582 0.911
C: -1.618 -1.220 -0.203
C: -0.258 1.721 -0.849
C: 1.050 -0.354 0.568
C: 1.306 -0.150 -0.809
C: 0.660 0.817 -1.517
C: 1.777 -0.218 1.657
H: 1.906 -0.897 -1.316
H: -1.349 0.160 1.504
H: -0.574 -1.336 1.661
H: 0.689 0.803 -2.600
H: 1.379 -0.414 2.644
H: 2.791 0.159 1.610
H: -0.971 -1.693 -0.945
H: -2.179 -0.472 -0.768
H: -2.297 -1.983 0.180
H: 0.245 2.463 -0.227
H: -1.000 2.177 -1.501
H: -0.746 1.018 -0.002

Record 4
ORCA calculation (ωB97M-V/def2-TZVPD) on 2 unconnected molecules or ions with the total composition C7H12.

Strongest force on any atom ... 0.41 eV/Å
Relative energy (zero: lowest compared OMol25 entry of this formula, charge and spin) ... 314.0 kJ/mol
Net charge ... 0
Multiplicity ... 1
SMILES ... CC1=CC1.C=CC

Atoms and positions in Å:
C: 0.564 0.091 1.654
C: 1.474 0.210 0.497
C: 2.256 0.929 -0.239
C: 2.442 -0.555 -0.352
H: 1.176 0.258 2.545
H: -0.227 0.846 1.639
H: 0.114 -0.902 1.722
H: 2.620 1.895 -0.547
H: 2.103 -1.081 -1.250
H: 3.288 -1.050 0.134
C: -0.699 -0.353 -1.388
C: -1.647 -0.622 -0.497
C: -2.588 0.406 0.065
H: -0.065 -1.130 -1.803
H: -0.512 0.664 -1.727
H: -1.780 -1.649 -0.155
H: -3.518 0.416 -0.516
H: -2.155 1.411 0.015
H: -2.857 0.194 1.105

Record 5
ORCA calculation (ωB97M-V/def2-TZVPD) on C7H12 in the gas phase at a distorted geometry.

Strongest force on any atom ... 2.35 eV/Å
Relative energy (zero: lowest compared OMol25 entry of this formula, charge and spin) ... 219.0 kJ/mol
Net charge ... 0
Multiplicity ... 1
SMILES ... C=C/C(=C/C)CC

Atoms and positions in Å:
C: -0.026 -2.460 -0.291
C: -0.172 -1.453 -1.153
C: -0.522 -0.116 -0.644
C: -1.574 0.189 0.132
C: -1.432 1.048 1.395
C: 0.567 0.939 -0.837
C: 1.797 0.851 0.044
H: 0.376 -3.392 -0.670
H: -0.215 -2.392 0.770
H: 0.402 -1.474 -2.078
H: -2.591 -0.149 -0.042
H: -1.592 2.109 1.209
H: -2.132 0.581 2.083
H: -0.425 0.884 1.768
H: 0.105 1.910 -0.878
H: 0.941 0.766 -1.854
H: 1.965 -0.199 0.341
H: 2.765 1.133 -0.368
H: 1.762 1.225 1.073

Record 6
ORCA calculation (ωB97M-V/def2-TZVPD) on 2 unconnected molecules or ions with the total composition C7H12 at a distorted geometry.

Strongest force on any atom ... 1.04 eV/Å
Relative energy (zero: lowest compared OMol25 entry of this formula, charge and spin) ... 652.2 kJ/mol
Net charge ... 0
Multiplicity ... 1

Atoms and positions in Å:
C: 2.494 0.394 -0.928
C: 1.499 1.405 -0.546
C: 0.218 0.616 -0.129
C: -1.028 1.376 0.324
C: -1.912 0.242 0.644
C: -2.099 -0.950 0.727
C: -1.855 -2.386 0.669
H: 3.326 0.185 -0.261
H: 0.917 -1.701 -0.328
H: 2.682 0.214 -1.984
H: 1.816 2.019 0.308
H: 1.226 2.071 -1.376
H: 0.553 -0.063 0.658
H: -0.020 -0.023 -0.982
H: -0.811 2.003 1.195
H: -1.417 2.012 -0.477
H: -0.797 -2.449 0.295
H: -2.503 -2.913 -0.038
H: -1.906 -2.876 1.647

Record 7
ORCA calculation (ωB97M-V/def2-TZVPD) on 2 unconnected molecules or ions with the total composition C7H12.

Strongest force on any atom ... 0.53 eV/Å
Relative energy (zero: lowest compared OMol25 entry of this formula, charge and spin) ... 558.7 kJ/mol
Net charge ... 0
Multiplicity ... 1

Atoms and positions in Å:
C: -2.430 0.007 0.268
C: -0.942 -0.162 0.025
C: -0.177 0.959 -0.730
C: 0.964 0.730 0.242
C: 1.056 -2.213 -1.195
C: 2.281 0.863 0.159
C: 0.038 0.027 1.215
H: -2.990 -0.026 -0.673
H: -2.633 0.972 0.749
H: -2.818 -0.784 0.920
H: -0.739 -1.131 -0.464
H: 0.020 0.829 -1.799
H: -0.656 1.935 -0.573
H: 1.613 -1.467 -1.807
H: 1.692 -2.252 -0.282
H: 2.751 1.324 -0.706
H: 2.937 0.526 0.959
H: -0.375 0.724 1.956
H: 0.411 -0.863 1.733

Record 8
ORCA calculation (ωB97M-V/def2-TZVPD) on a molecular structure, C7H12AlMgNPS2 at a distorted geometry.

Strongest force on any atom ... 2.41 eV/Å
Electronic energy ... -51936.9715 eV
Net charge ... +1
Multiplicity ... 1

Atoms and positions in Å:
N: 3.555 0.503 1.145
Al: 1.896 0.028 0.398
S: 1.676 -2.256 0.705
C: 0.422 1.123 1.216
C: -0.839 0.788 0.484
C: -1.220 -0.520 0.539
C: -2.304 -1.043 -0.075
C: -3.150 -0.205 -0.783
C: -2.806 1.137 -0.834
C: -1.657 1.658 -0.238
P: 1.989 0.307 -1.963
S: 1.122 -1.254 -2.830
H: 3.447 0.368 2.155
H: 4.177 -0.269 0.888
H: 1.039 -2.354 1.899
H: 0.644 2.192 1.060
H: 0.352 1.008 2.308
H: -0.599 -1.218 1.107
H: -2.421 -2.122 0.025
H: -4.040 -0.619 -1.253
H: -3.472 1.801 -1.385
H: -1.386 2.709 -0.322
H: 3.367 0.312 -2.298
H: 1.381 1.507 -2.394
Mg: -1.175 -3.580 0.446